Molecular formula: C45H89BMnN7Si6Te
Method: DFT, the ωB97M-V functional and the def2-TZVPD basis

Results
HOMO level (spin up / spin down): -4.085 / -4.235 eV
Energy relative to the best compared isomer or geometry (same formula, charge and spin): 0.244 eV
Total charge: -1
<S²>: 8.76
HOMO-LUMO gap (spin up / spin down): 6.4 / 6.5 eV
Multiplicity: 6
Strongest force on any atom: 1.248 eV/A

Positions of all 150 atoms, in Å:
Mn 0.084 -0.683 0.517
C 1.005 1.721 6.419
C 1.699 0.739 5.533
C 2.936 0.164 5.710
C 3.127 -0.649 4.568
N 2.078 -0.574 3.775
N 1.194 0.267 4.363
B -0.074 0.743 3.631
N -1.053 -0.412 3.241
N -1.773 -0.297 2.085
C -2.947 -0.883 2.301
C -2.959 -1.468 3.581
C -1.754 -1.121 4.149
C -1.279 -1.336 5.547
C -4.156 -0.707 1.399
C -4.483 -1.952 0.570
C -5.362 -0.404 2.307
C -3.963 0.484 0.466
N 0.301 1.567 2.382
N 1.206 1.072 1.476
C 1.790 2.126 0.918
C 1.248 3.313 1.429
C 0.301 2.914 2.343
C -0.604 3.754 3.180
C 2.964 2.022 -0.014
C 4.198 2.494 0.774
C 2.755 2.925 -1.225
C 3.193 0.588 -0.468
C 4.343 -1.475 4.210
C 5.560 -0.542 4.144
C 4.163 -2.172 2.856
C 4.581 -2.524 5.303
H 1.652 1.955 7.264
H 0.064 1.331 6.808
H 0.779 2.650 5.895
H 3.605 0.327 6.540
H -0.662 1.470 4.393
H -3.761 -2.008 4.056
H -1.878 -2.110 6.025
H -1.382 -0.416 6.128
H -0.229 -1.625 5.588
H -4.521 -2.850 1.189
H -3.744 -2.108 -0.215
H -5.458 -1.819 0.092
H -5.639 -1.267 2.916
H -6.222 -0.141 1.687
H -5.147 0.431 2.975
H -4.849 0.586 -0.168
H -3.086 0.372 -0.173
H -3.836 1.412 1.028
H 1.495 4.326 1.157
H -0.656 4.757 2.757
H -0.248 3.834 4.209
H -1.609 3.336 3.209
H 4.113 3.548 1.045
H 5.099 2.365 0.168
H 4.310 1.914 1.692
H 3.635 2.890 -1.873
H 2.595 3.964 -0.928
H 1.886 2.594 -1.792
H 3.612 -0.014 0.337
H 3.889 0.567 -1.310
H 2.267 0.119 -0.811
H 5.426 0.207 3.361
H 6.464 -1.114 3.920
H 5.711 -0.017 5.090
H 3.569 -1.564 2.176
H 3.647 -3.125 2.965
H 5.134 -2.365 2.393
H 4.748 -2.053 6.274
H 5.457 -3.133 5.063
H 3.717 -3.186 5.389
C -2.113 -2.820 -2.243
Si -0.982 -3.670 -1.016
C -1.871 -4.014 0.612
C -0.786 -5.434 -1.691
C 0.625 -2.789 -0.678
C 1.019 -3.327 0.633
C 1.683 -4.547 0.875
C 1.810 -5.020 2.160
C 1.308 -4.268 3.220
C 0.728 -3.052 2.926
N 0.582 -2.595 1.679
Si 1.936 -2.884 -1.985
C 1.796 -1.531 -3.277
C 3.660 -2.808 -1.216
C 2.015 -4.470 -3.026
H -3.078 -3.334 -2.293
H -1.664 -2.871 -3.240
H -2.277 -1.767 -2.008
H -2.842 -4.472 0.402
H -2.023 -3.146 1.252
H -1.281 -4.738 1.184
H -1.719 -5.978 -1.508
H 0.014 -5.982 -1.188
H -0.590 -5.463 -2.762
H 2.039 -5.127 0.033
H 2.291 -5.974 2.344
H 1.388 -4.600 4.246
H 0.356 -2.412 3.707
H 2.053 -0.552 -2.869
H 0.777 -1.448 -3.661
H 2.466 -1.759 -4.112
H 3.802 -1.935 -0.585
H 4.403 -2.771 -2.019
H 3.877 -3.687 -0.606
H 1.188 -4.538 -3.736
H 2.019 -5.388 -2.436
H 2.943 -4.439 -3.606
C -0.407 5.089 -1.872
Si -1.965 4.183 -2.405
C -2.984 5.336 -3.501
C -2.973 3.834 -0.861
Si -1.390 2.151 -3.419
Te -0.625 0.769 -1.535
Si -3.326 1.237 -4.378
C -3.019 -0.494 -5.041
C -4.006 2.269 -5.809
C -4.657 1.162 -3.052
Si 0.105 2.495 -5.193
C 1.817 3.118 -4.734
C -0.642 3.812 -6.322
C 0.356 0.936 -6.211
H -0.666 6.017 -1.354
H 0.241 5.338 -2.715
H 0.158 4.455 -1.183
H -3.234 6.241 -2.939
H -3.921 4.867 -3.807
H -2.451 5.638 -4.404
H -3.215 4.772 -0.352
H -2.397 3.202 -0.182
H -3.906 3.314 -1.087
H -2.515 -0.464 -6.008
H -3.969 -1.022 -5.173
H -2.404 -1.075 -4.353
H -3.471 2.062 -6.738
H -3.951 3.342 -5.623
H -5.057 2.008 -5.966
H -4.225 0.881 -2.089
H -5.419 0.422 -3.314
H -5.148 2.131 -2.934
H 1.803 3.913 -3.989
H 2.292 3.507 -5.641
H 2.436 2.309 -4.349
H -0.774 4.762 -5.801
H -1.609 3.519 -6.730
H 0.043 3.983 -7.159
H 0.910 0.188 -5.641
H 0.929 1.177 -7.112
H -0.586 0.485 -6.520